{
  "formula": "C13H26GdNO4P2",
  "method": "the ωB97M-V functional and the def2-TZVPD basis",
  "symbols": ["Gd", "P", "C", "C", "N", "C", "C", "C", "C", "C", "P", "H", "H", "H", "H", "H", "H", "H", "H", "O", "H", "H", "O", "H", "C", "H", "H", "H", "C", "H", "H", "H", "C", "H", "H", "H", "C", "H", "H", "H", "C", "O", "C", "O", "H", "H", "H"],
  "coordinates": [[-0.185, -1.066, 0.882], [-2.696, 0.083, 0.401], [-2.336, 0.698, -1.324], [-0.898, 0.971, -1.759], [0.187, 0.669, -0.985], [1.400, 1.152, -1.380], [1.574, 1.756, -2.613], [0.489, 1.954, -3.452], [-0.764, 1.578, -3.000], [2.666, 1.088, -0.526], [2.678, -0.152, 0.800], [-1.654, 1.762, -3.597], [2.574, 2.065, -2.914], [0.622, 2.363, -4.443], [3.542, 0.829, -1.152], [2.847, 2.076, -0.067], [-2.784, -0.015, -2.018], [-2.910, 1.641, -1.418], [-1.959, -4.357, -2.845], [-1.066, -4.584, -3.137], [-0.799, -3.866, -3.738], [-1.764, -1.651, 2.155], [0.143, -2.956, 1.483], [0.178, -3.902, 1.702], [2.595, -1.696, -0.178], [3.572, -1.735, -0.683], [2.463, -2.596, 0.432], [1.819, -1.709, -0.957], [4.243, -0.230, 1.689], [4.199, -1.083, 2.385], [5.072, -0.388, 0.985], [4.407, 0.689, 2.272], [-3.654, 1.506, 1.031], [-4.658, 1.510, 0.587], [-3.729, 1.393, 2.121], [-3.131, 2.443, 0.803], [-4.048, -1.106, 0.023], [-4.087, -1.794, 0.881], [-5.002, -0.572, -0.101], [-3.794, -1.680, -0.881], [0.110, 1.283, 3.666], [0.555, 0.394, 2.609], [1.756, 0.864, 2.084], [2.199, 1.932, 2.472], [0.958, 1.505, 4.316], [-0.671, 0.731, 4.185], [-0.256, 2.203, 3.203]],
  "mol_weight_g_mol": 479.6,
  "max_force_ha_per_bohr": 0.0729,
  "homo_lumo_gap_ev": [6.730, 5.915],
  "energy_ha": -2314.39845,
  "s_squared": 16.21,
  "homo_ev": [-14.33, -13.64],
  "multiplicity": 8,
  "charge": 2
}


{
  "formula": "C13H26MoO2S4SbSe6",
  "method": "the ωB97M-V functional and the def2-TZVPD basis",
  "symbols": ["Mo", "C", "C", "S", "C", "C", "S", "C", "C", "S", "C", "C", "S", "H", "H", "H", "H", "H", "H", "H", "H", "H", "H", "H", "H", "H", "H", "H", "H", "O", "C", "C", "C", "O", "C", "Se", "C", "Se", "H", "H", "H", "H", "H", "H", "H", "H", "H", "H", "Se", "Sb", "Se", "Se", "Se"],
  "coordinates": [[1.203, 0.132, 0.377], [-1.390, -1.354, 2.387], [-1.966, -1.563, 1.002], [-1.320, -0.233, -0.042], [-1.990, -0.701, -1.660], [-1.519, -2.005, -2.285], [0.160, -1.823, -2.934], [0.782, -3.522, -2.822], [1.564, -3.817, -1.550], [0.465, -3.800, -0.113], [1.643, -3.503, 1.218], [0.961, -2.976, 2.462], [0.420, -1.228, 2.441], [-1.697, -2.146, 3.071], [-1.726, -0.400, 2.797], [-3.055, -1.485, 1.023], [-1.672, -2.531, 0.600], [-1.737, 0.147, -2.299], [-3.074, -0.721, -1.527], [-2.209, -2.258, -3.094], [-1.543, -2.816, -1.559], [1.447, -3.645, -3.678], [-0.048, -4.219, -2.962], [2.338, -3.065, -1.393], [2.047, -4.793, -1.628], [2.402, -2.800, 0.874], [2.166, -4.427, 1.465], [1.675, -3.013, 3.285], [0.092, -3.577, 2.739], [1.394, 4.399, -0.269], [0.157, 4.843, 0.242], [-0.946, 3.777, 0.139], [-2.257, 4.596, 0.093], [-3.453, 3.841, 0.213], [-1.009, 2.907, 1.393], [0.621, 1.994, 1.987], [-0.891, 2.951, -1.150], [0.602, 1.725, -1.584], [2.107, 4.643, 0.326], [-0.153, 5.739, -0.316], [0.238, 5.125, 1.298], [-2.270, 5.186, -0.833], [-2.267, 5.294, 0.934], [-3.442, 3.162, -0.469], [-1.819, 2.186, 1.303], [-1.257, 3.553, 2.240], [-0.875, 3.631, -2.005], [-1.814, 2.367, -1.225], [6.744, 0.608, 0.208], [4.857, -0.843, 0.307], [3.176, -0.092, 2.071], [2.997, -0.209, -1.318], [5.139, -3.239, 0.222]],
  "mol_weight_g_mol": 1034.1,
  "max_force_ha_per_bohr": 0.0048,
  "homo_lumo_gap_ev": [6.070, 6.206],
  "energy_ha": -16971.36718,
  "s_squared": 2.05,
  "homo_ev": [-4.47, -4.47],
  "multiplicity": 3,
  "e_above_lowest_ev": 0.565,
  "charge": -1
}


{
  "formula": "C13H26N2O3S2",
  "method": "the ωB97M-V functional and the def2-TZVPD basis",
  "symbols": ["C", "C", "N", "C", "S", "C", "C", "C", "O", "S", "C", "N", "C", "C", "C", "C", "O", "C", "C", "O", "H", "H", "H", "H", "H", "H", "H", "H", "H", "H", "H", "H", "H", "H", "H", "H", "H", "H", "H", "H", "H", "H", "H", "H", "H", "H"],
  "coordinates": [[3.768, 3.124, 2.375], [3.457, 1.631, 2.098], [2.133, 1.458, 1.484], [1.990, 1.706, 0.073], [2.904, 0.417, -0.916], [1.563, -0.597, -1.651], [0.661, -1.293, -0.574], [1.385, -2.506, 0.021], [2.437, -2.091, 0.907], [-0.875, -1.828, -1.490], [-2.181, -0.900, -0.562], [-3.317, -0.710, -1.439], [-4.320, -1.778, -1.430], [-3.951, -2.821, -2.487], [-3.569, 0.519, -2.076], [-2.461, 1.609, -2.223], [-4.617, 0.752, -2.686], [1.010, 1.159, 2.289], [1.172, 0.662, 3.714], [-0.131, 1.232, 1.860], [3.196, 3.452, 3.236], [3.539, 3.738, 1.502], [4.821, 3.228, 2.646], [4.198, 1.200, 1.394], [3.624, 1.070, 3.043], [2.365, 2.711, -0.185], [0.935, 1.728, -0.208], [0.905, 0.088, -2.182], [1.966, -1.338, -2.360], [0.354, -0.585, 0.217], [1.762, -3.215, -0.750], [0.654, -3.125, 0.581], [3.063, -1.489, 0.445], [-2.508, -1.465, 0.345], [-1.761, 0.022, -0.196], [-5.359, -1.449, -1.574], [-4.332, -2.245, -0.430], [-3.178, -3.487, -2.066], [-3.631, -2.388, -3.409], [-4.862, -3.413, -2.741], [-1.607, 1.131, -2.730], [-2.763, 2.448, -2.857], [-2.147, 2.021, -1.256], [1.827, -0.254, 3.749], [1.640, 1.435, 4.339], [0.238, 0.436, 4.157]],
  "mol_weight_g_mol": 322.5,
  "max_force_ha_per_bohr": 0.0483,
  "homo_lumo_gap_ev": 9.326,
  "energy_ha": -1642.54563,
  "homo_ev": -8.79,
  "smiles": "CCN(CSC[C@H](CO)SCN(CC)C(C)=O)C(C)=O"
}


{
  "formula": "C13H26NO4P2Ti",
  "method": "the ωB97M-V functional and the def2-TZVPD basis",
  "symbols": ["Ti", "P", "C", "C", "N", "C", "C", "C", "C", "C", "P", "H", "H", "H", "H", "H", "H", "H", "H", "O", "H", "H", "O", "H", "C", "H", "H", "H", "C", "H", "H", "H", "C", "H", "H", "H", "C", "H", "H", "H", "C", "C", "O", "O", "H", "H", "H"],
  "coordinates": [[-0.682, 0.560, -0.055], [0.151, 0.811, 2.272], [1.051, -0.719, 2.301], [0.813, -1.728, 1.327], [0.118, -1.415, 0.161], [0.058, -2.293, -0.867], [0.498, -3.599, -0.712], [1.118, -3.990, 0.475], [1.295, -3.049, 1.470], [-0.526, -1.830, -2.195], [-0.317, -0.005, -2.434], [1.791, -3.296, 2.404], [0.318, -4.274, -1.543], [1.446, -5.024, 0.600], [-0.022, -2.341, -3.030], [-1.599, -2.081, -2.259], [3.070, -0.336, 1.815], [1.596, -1.007, 3.205], [2.947, 1.187, 0.133], [3.696, 0.085, 1.183], [4.550, 0.074, 1.648], [-0.079, 1.969, -0.500], [2.384, 1.816, -0.397], [2.898, 1.993, -1.216], [1.276, 0.109, -3.317], [1.269, -0.531, -4.211], [1.457, 1.151, -3.613], [2.104, -0.191, -2.663], [-1.547, 0.415, -3.700], [-1.422, 1.468, -3.986], [-1.434, -0.230, -4.583], [-2.558, 0.299, -3.288], [-1.264, 0.623, 3.409], [-0.918, 0.491, 4.442], [-1.888, 1.521, 3.326], [-1.881, -0.235, 3.112], [1.187, 2.151, 2.920], [0.559, 3.045, 3.021], [1.603, 1.877, 3.896], [1.984, 2.370, 2.199], [-3.559, 2.626, -0.377], [-3.677, 1.257, 0.258], [-4.709, 0.849, 0.752], [-2.530, 0.519, 0.231], [-4.538, 3.117, -0.332], [-3.260, 2.527, -1.437], [-2.826, 3.263, 0.154]],
  "mol_weight_g_mol": 370.2,
  "max_force_ha_per_bohr": 0.0340,
  "homo_lumo_gap_ev": [7.334, 6.355],
  "energy_ha": -2398.65143,
  "s_squared": 2.04,
  "homo_ev": [-10.59, -11.89],
  "multiplicity": 3,
  "e_above_lowest_ev": 0.471,
  "charge": 1
}


{
  "formula": "C13H27AsBF4I2N4O4SSi2W",
  "method": "the ωB97M-V functional and the def2-TZVPD basis",
  "symbols": ["W", "C", "C", "N", "C", "C", "N", "C", "O", "O", "C", "O", "O", "H", "H", "H", "H", "H", "I", "I", "N", "C", "N", "S", "H", "H", "H", "H", "C", "Si", "C", "C", "As", "Si", "C", "C", "C", "H", "H", "H", "H", "H", "H", "H", "H", "H", "H", "H", "H", "H", "H", "H", "H", "H", "H", "F", "B", "F", "F", "F"],
  "coordinates": [[0.427, 0.403, 0.674], [-2.229, 3.175, 1.953], [-2.529, 1.824, 1.428], [-1.594, 0.933, 1.134], [-2.285, -0.240, 0.743], [-3.639, 0.021, 0.762], [-3.739, 1.306, 1.213], [-4.835, -0.734, 0.349], [-4.646, -1.934, -0.173], [-5.919, -0.233, 0.475], [-1.517, -1.395, 0.433], [-1.912, -2.374, -0.183], [-0.205, -1.273, 0.715], [-1.338, 3.574, 1.468], [-2.040, 3.128, 3.027], [-3.067, 3.846, 1.776], [-4.642, 1.749, 1.330], [-3.705, -2.206, -0.240], [0.379, 0.346, 3.457], [2.972, -2.405, 5.487], [0.199, -2.649, -2.141], [1.359, -2.038, -2.216], [2.227, -2.389, -3.166], [1.877, -0.757, -1.204], [-0.041, -3.329, -2.849], [-0.494, -2.607, -1.395], [2.018, -3.110, -3.836], [3.096, -1.891, -3.254], [4.159, 4.499, 2.156], [3.220, 4.361, 0.517], [4.245, 4.311, -1.075], [1.747, 5.562, 0.388], [1.884, 2.186, 0.668], [3.476, 0.586, 1.534], [5.040, 0.695, 0.466], [4.017, 1.067, 3.296], [2.995, -1.269, 1.596], [4.679, 5.453, 2.237], [4.894, 3.701, 2.254], [3.456, 4.416, 2.986], [4.716, 5.271, -1.281], [3.597, 4.058, -1.915], [5.027, 3.555, -1.021], [2.031, 6.571, 0.093], [1.226, 5.618, 1.345], [1.048, 5.175, -0.356], [5.435, 1.712, 0.505], [4.856, 0.454, -0.580], [5.803, 0.019, 0.851], [3.384, 1.832, 3.744], [5.036, 1.455, 3.286], [4.008, 0.204, 3.960], [3.532, -1.824, 0.828], [1.946, -1.541, 1.505], [3.315, -1.664, 2.562], [0.697, 1.787, -2.389], [-0.650, 1.678, -2.092], [-1.501, 1.819, -3.106], [-0.798, 0.310, -1.416], [-0.882, 2.574, -1.000]],
  "mol_weight_g_mol": 991.0,
  "max_force_ha_per_bohr": 0.1399,
  "homo_lumo_gap_ev": [6.450, 6.160],
  "energy_ha": -5331.39583,
  "s_squared": 2.17,
  "homo_ev": [-11.45, -11.40],
  "multiplicity": 3,
  "charge": 1
}